Entry from OMol25: a 2-piece molecular cluster, C6H10O overall (the ωB97M-V functional and the def2-TZVPD basis).

Computed properties:
HOMO energy = -9.519 eV
electronic energy = -309.76515 hartree
energy relative to the best compared isomer or geometry (same formula, charge and spin) = 2.101 eV
structure (SMILES) = C[C@H]1C=CC1.C=O
frontier orbital gap = 10.30 eV

Last column: Mulliken charge in e.
Atoms and positions in Å:
C1 -1.8072 -0.4240 0.7849  -1.325
C2 -1.2749 0.1346 -0.5242  0.448
C3 -0.3312 1.3169 -0.4357  -0.472
C4 0.6684 0.6915 -1.0604  -0.708
C5 -0.0768 -0.6182 -1.1967  -0.719
H1 -0.9837 -0.6187 1.4817  0.271
H2 -2.4944 0.2885 1.2562  0.344
H3 -2.3533 -1.3607 0.6281  0.345
H4 -2.0903 0.3108 -1.2381  0.341
H5 -0.4483 2.3105 -0.0096  0.403
H6 1.6514 1.0179 -1.3907  0.529
H7 0.3071 -1.4408 -0.5807  0.247
H8 -0.2381 -0.9794 -2.2179  0.306
C6 2.3988 -0.1446 0.9856  -0.169
O1 1.7460 -0.9552 1.5926  -0.404
H9 3.0218 -0.4246 0.1120  0.284
H10 2.4272 0.9275 1.2588  0.279

***

Entry from OMol25: C33H53N2O2P2V as an isolated structure (the ωB97M-V functional and the def2-TZVPD basis).

Computed properties:
HOMO energy (alpha / beta) = -17.344 / -17.373 eV
electronic energy = -3174.91054 hartree
spin multiplicity = 2
total charge = +3
frontier orbital gap (alpha / beta) = 6.90 / 3.94 eV

Last column: Mulliken charge in e.
Atoms and positions in Å:
C1 -1.9775 -1.8266 -0.6264  -0.411
C2 0.1091 -1.5552 -1.6354  -1.396
C3 -2.3137 -2.8265 -1.5359  -0.975
C4 -0.1885 -2.5022 -2.6024  -0.698
C5 -1.4271 -3.1428 -2.5606  -1.244
H1 -3.2942 -3.2994 -1.4545  0.638
H2 0.5410 -2.6960 -3.3943  0.695
H3 -1.7060 -3.8290 -3.3572  0.506
N1 -0.7358 -1.2992 -0.6124  1.705
P1 -2.5321 0.4875 0.8886  0.702
P2 2.1832 -0.5561 0.0656  0.690
C6 -2.9608 -1.2501 0.3588  -1.614
H4 -3.9700 -1.2859 -0.0827  0.710
H5 -2.9792 -1.8906 1.2592  0.572
C7 0.0908 1.6911 1.8158  0.432
O1 0.2058 2.6184 2.5373  -0.316
C8 1.3115 -0.6449 -1.6709  -0.795
H6 2.0302 -0.9858 -2.4291  2.010
C9 3.6465 0.6328 -0.1938  2.006
C10 2.8501 -2.2761 0.4251  2.406
C11 -3.3294 1.5655 -0.4620  1.433
C12 -3.4291 0.6487 2.5622  2.200
C13 3.1985 1.9920 0.3693  -1.651
H7 2.9262 1.9232 1.4332  0.278
H8 4.0381 2.6982 0.2778  0.577
H9 2.3391 2.4009 -0.1779  0.216
C14 4.9048 0.1838 0.5658  -1.695
H10 4.7357 0.1071 1.6469  0.312
H11 5.3133 -0.7626 0.1887  0.256
H12 5.6759 0.9540 0.4084  0.607
C15 4.0087 0.7991 -1.6783  -1.566
H13 4.9098 1.4309 -1.7251  0.562
H14 4.2490 -0.1516 -2.1704  0.204
H15 3.2137 1.3006 -2.2436  0.278
C16 3.4917 -2.2729 1.8326  -1.824
H16 3.0209 -1.5336 2.4983  0.186
H17 3.3455 -3.2609 2.2943  0.470
H18 4.5715 -2.0874 1.8036  0.421
C17 1.6735 -3.2644 0.4634  -1.281
H19 0.9225 -2.9441 1.2004  -0.356
H20 1.1953 -3.3816 -0.5171  0.401
H21 2.0621 -4.2482 0.7718  0.780
C18 3.8396 -2.6896 -0.6897  -1.485
H22 3.9341 -1.9596 -1.5049  0.220
H23 4.8383 -2.8724 -0.2740  0.455
H24 3.4955 -3.6297 -1.1428  0.365
C19 -3.2195 2.0644 3.1255  -1.557
H25 -3.4894 2.0522 4.1930  0.512
H26 -2.1757 2.3942 3.0518  0.139
H27 -3.8641 2.8061 2.6389  0.356
C20 -2.8184 -0.3565 3.5522  -1.830
H28 -3.0200 -1.3970 3.2697  0.354
H29 -1.7354 -0.2305 3.6715  0.089
H30 -3.2885 -0.1914 4.5345  0.721
C21 -4.9348 0.3431 2.4607  -1.682
H31 -5.2882 -0.0029 3.4436  0.510
H32 -5.5249 1.2334 2.2139  0.445
H33 -5.1664 -0.4538 1.7415  0.235
C22 -2.7230 1.2694 -1.8496  -1.547
H34 -3.4814 1.4956 -2.6228  0.602
H35 -1.8372 1.8912 -2.0410  0.170
H36 -2.4357 0.2152 -1.9779  0.281
C23 -3.0332 3.0268 -0.0885  -1.662
H37 -1.9584 3.1893 0.0875  0.204
H38 -3.3322 3.6694 -0.9293  0.519
H39 -3.5915 3.3550 0.7971  0.286
C24 -4.8405 1.3050 -0.5388  -1.415
H40 -5.0731 0.2515 -0.7361  0.333
H41 -5.3723 1.6243 0.3611  0.284
H42 -5.2523 1.8844 -1.3771  0.513
V1 -0.1007 0.3397 0.6112  0.009
N2 0.2093 1.3577 -0.9119  -0.526
C25 0.7855 0.7991 -1.9279  0.554
C26 0.8928 1.4172 -3.2617  -0.518
C27 0.8085 2.8187 -3.3444  0.067
C28 1.0470 0.6555 -4.4378  0.100
C29 0.9629 3.4607 -4.5794  -0.573
H43 0.6610 3.3832 -2.4239  0.492
C30 1.1517 1.3002 -5.6710  -0.612
H44 1.0952 -0.4371 -4.3657  0.441
C31 1.1327 2.6996 -5.7453  -0.688
H45 0.9637 4.5505 -4.6182  0.513
H46 1.2725 0.7024 -6.5794  0.513
H47 1.2519 3.1999 -6.7104  0.457
C32 1.3048 -0.5427 4.3720  -0.902
C33 0.7136 -1.8831 4.0207  -0.359
O2 -0.0666 -1.7576 2.8188  -0.740
H48 1.9157 -0.1296 3.5615  0.004
H49 1.9305 -0.6662 5.2642  0.448
H50 0.5322 0.1930 4.6179  0.317
H51 1.5036 -2.6182 3.8348  0.435
H52 0.0688 -2.2245 4.8404  0.438
H53 -0.6084 -2.5653 2.7283  0.290